No. 1
This record from the Open Molecules 2025 dataset describes a 21-piece molecular cluster, C15H56O20 overall at a distorted geometry. The level of theory is the ωB97M-V functional and the def2-TZVPD basis.

Structure (ORCA input):
```
! RIJCOSX wB97M-V def2-TZVPD def2/J DEFGRID3
* xyz 0 1
C -0.322 -1.801 -3.574
C 2.816 1.113 -0.144
C -2.430 -2.208 -2.340
C -2.827 -2.059 -1.054
C 0.392 -0.223 -0.876
C -1.089 -1.652 -2.456
C -0.822 -1.007 -1.172
C -1.879 -1.249 -0.333
C 1.660 1.554 0.376
C -1.956 -0.898 1.038
C -1.607 0.387 1.463
C 0.423 0.814 0.057
C 1.812 2.786 1.308
C -2.541 -1.957 1.991
C -0.932 1.386 0.624
H 0.751 -1.548 -3.586
H -0.736 -2.331 -4.434
H 2.869 0.257 -0.766
H 3.777 1.566 0.066
H -2.970 -2.711 -3.106
H -3.795 -2.478 -0.680
H 1.255 -0.631 -1.373
H -2.005 0.820 2.378
H 2.877 3.025 1.577
H 1.186 2.694 2.235
H 1.411 3.645 0.721
H -1.915 -2.830 1.924
H -3.610 -2.214 1.803
H -2.425 -1.635 3.009
H -0.728 2.343 1.146
H -1.599 1.580 -0.217
O 2.541 -0.467 2.618
H 3.230 0.145 3.035
H 2.363 -0.146 1.676
O 2.050 -2.848 -5.563
H 2.287 -1.970 -5.120
H 1.934 -3.545 -4.839
O -1.370 2.798 4.412
H -1.984 3.490 4.002
H -0.502 3.254 4.660
O -4.668 0.135 3.283
H -3.931 0.202 3.973
H -5.360 -0.520 3.624
O -4.076 -4.054 -5.290
H -3.623 -3.179 -5.060
H -4.968 -3.844 -5.718
O -2.271 0.249 5.089
H -1.821 1.136 4.904
H -1.594 -0.486 4.931
O -0.182 -1.909 -7.198
H 0.170 -0.981 -7.397
H 0.466 -2.362 -6.567
O -4.232 -5.013 2.062
H -3.838 -4.390 2.754
H -4.212 -5.953 2.437
O 5.430 4.672 0.858
H 5.087 4.518 1.798
H 5.000 5.514 0.499
O 2.216 4.201 4.831
H 1.471 4.469 4.202
H 2.011 4.586 5.744
O 0.998 2.447 -2.639
H 1.489 1.877 -1.962
H 0.171 1.944 -2.933
O -1.359 1.267 -3.619
H -1.028 0.429 -3.159
H -2.347 1.154 -3.808
O -3.459 -3.841 4.487
H -4.116 -4.592 4.655
H -2.976 -3.645 5.354
O 4.614 1.088 3.396
H 5.589 0.839 3.504
H 4.189 1.101 4.314
O 2.993 -0.289 -4.958
H 3.008 0.700 -4.746
H 3.503 -0.774 -4.232
O 4.716 3.894 3.571
H 4.828 2.895 3.458
H 3.778 4.069 3.910
O -3.641 -1.236 -5.138
H -3.006 -0.858 -5.829
H -3.884 -0.494 -4.494
O 2.487 -3.165 -0.957
H 2.860 -2.971 -0.036
H 1.553 -3.538 -0.846
O 3.766 -1.495 -2.540
H 3.291 -2.225 -2.026
H 4.631 -1.282 -2.059
O -1.924 4.837 1.331
H -0.956 5.001 1.572
H -2.429 4.623 2.181
*
```

Output
HOMO = -7.46 eV

***

No. 2
This record from the Open Molecules 2025 dataset describes a 2-piece molecular cluster, C3H8O3S overall at a distorted geometry. The level of theory is the ωB97M-V functional and the def2-TZVPD basis.

Structure (ORCA input):
```
! RIJCOSX wB97M-V def2-TZVPD def2/J DEFGRID3
* xyz 0 1
O -2.282 -3.171 2.532
C -1.246 -3.755 2.558
O -0.158 -3.517 1.875
C -0.311 -2.543 0.855
C 0.074 -1.157 1.349
S 0.000 0.000 0.000
H -1.078 -4.592 3.264
H 0.440 -2.767 0.073
H -1.314 -2.663 0.403
H 1.093 -1.126 1.779
H -0.624 -0.751 2.107
H 0.713 -0.836 -0.785
O -2.531 -5.714 0.327
H -2.879 -6.035 1.189
H -1.625 -6.091 0.269
*
```

Output
Energy above the lowest of the compared OMol25 structures with the same formula, charge and spin = 21.31 kcal/mol
SMILES string = O=COCCS.O
HOMO = -9.31 eV

***

Which of these has the lowest HOMO? C3H8O3S

***

Among the records above, which one has the highest HOMO? C15H56O20

***

The highest HOMO belongs to which entry? C15H56O20

***

Look up the HOMO of the second one. -9.31 eV